Density functional theory data (wB97M-V/def2-TZVPD) for one molecule with the formula C20H23F16N5O6S.

Results
E_LUMO in eV: -1.9
Multiplicity: 1
Net charge: 0

XYZ file:
```
71
Properties=species:S:1:pos:R:3:lowdin_charge:R:1
F 6.18087 3.13437 -1.04790 -0.187
H -3.07756 -0.04960 2.66251 0.116
C 1.47330 1.13843 -1.99124 -0.051
F 4.08032 1.33208 0.81931 -0.145
F 4.21184 0.91630 -2.29118 0.048
C 0.02852 -2.74349 2.56071 -0.219
F 4.44763 3.70636 0.38405 -0.148
F -1.52111 4.23214 2.57628 0.120
N -1.50325 1.57883 1.12167 0.204
H -2.05466 -3.39787 0.07839 0.049
H 2.02278 0.19606 -0.06612 0.128
C -4.04690 1.30596 -1.02265 -0.027
F -3.39453 5.24000 1.82761 0.094
C -3.87846 -1.38110 -0.73678 -0.026
C -2.16598 4.65998 1.40225 -0.469
C 1.58652 -0.15486 -1.07983 -0.027
C -1.31894 0.32302 0.74553 -0.146
F 1.87110 2.74550 -0.22825 0.051
C -3.10421 -0.00884 -1.13878 -0.223
N -1.84729 0.00376 -1.57815 0.074
C 1.77654 -2.37438 -3.64908 -0.005
H -5.01250 -1.26652 -0.91370 0.086
H -4.03403 1.62507 0.08377 0.094
S 5.05134 2.25942 -0.13913 0.991
F 1.73526 -2.62082 4.42876 0.049
F 4.42854 3.13358 -2.57838 0.054
N -0.18717 -1.93979 -1.77425 0.077
O -0.22248 -1.03698 -3.91945 0.046
O 0.61212 0.74662 3.08725 -0.127
C 0.34933 -2.49832 4.10669 -0.141
H -3.53899 -2.14863 -1.52703 0.085
F -1.44617 5.69360 0.74104 0.107
H -2.27043 -4.27285 -1.60374 0.095
C 0.99194 -0.36413 2.38425 -0.506
C -1.55441 -4.00684 -0.73901 -0.005
H 0.44330 1.58910 -2.14392 0.121
N -1.43446 -0.86822 1.57696 0.020
H 1.55228 -2.92402 -4.61826 0.100
H -1.78907 1.79660 2.08504 0.162
C 0.24401 -0.94226 -0.72447 -0.312
H -3.65550 -1.71518 0.32808 0.071
O -2.49177 3.62757 0.50351 -0.008
H 1.83904 0.84808 -3.04728 0.134
F 1.14439 -3.48146 2.03836 0.076
H 2.43786 -1.47026 -3.93348 0.094
H -1.28964 -5.02140 -0.26019 0.102
O 0.55559 -1.74414 0.41474 0.019
H -2.57379 -1.71336 3.22941 0.124
N -0.86046 0.05360 -0.60775 -0.001
H -0.41070 3.40611 0.53248 0.156
C -0.04506 -1.38361 1.65435 -0.226
C -2.14828 -0.71149 2.84497 -0.059
O 2.23949 -0.63481 2.32883 0.000
H -3.67069 2.11364 -1.72906 0.094
F 6.13492 2.33100 1.12354 -0.159
F 2.01891 3.44852 -2.37722 0.032
C 0.41580 -1.74756 -3.08786 -0.357
C -0.19421 -3.32722 -1.28827 -0.318
O 0.79404 -4.11277 -1.30333 0.069
H 2.37239 -2.97068 -2.88776 0.083
H 2.42217 -0.82011 -1.51495 0.142
H -5.13197 0.98416 -1.23518 0.087
F -0.26989 -3.60150 4.81321 -0.010
F 5.83485 0.83661 -0.61960 -0.184
H -1.59230 -0.24279 3.71895 0.100
H -0.12298 -1.56593 4.56447 0.165
C 2.39543 2.37513 -1.48350 -0.301
H -1.37167 2.52531 -0.87400 0.146
C 3.94982 2.16515 -1.63929 -0.288
C -1.31292 2.77713 0.23107 -0.047
F -1.09779 -3.58501 2.40201 0.056
```